# 1
C33H48AsIN7O5SeSi3Ti | wB97M-V/def2-TZVPD

The orbital gap comes out at 7.241 eV. Its LUMO energy is -0.1440 Eh. For the energy relative to the best compared isomer or geometry (same formula, charge and spin), the calculation gives 414.17 kJ/mol. The largest force on an atom comes out at 0.034 Eh/bohr. Its total charge is +1.

CARTESIAN COORDINATES (ANGSTROEM)
Ti: -0.762 0.061 0.018
O: -1.134 4.143 4.862
C: -0.940 3.236 3.893
C: 0.125 3.310 2.990
C: 0.179 2.339 2.027
N: -0.682 1.349 1.972
C: -1.675 1.256 2.844
C: -1.868 2.191 3.818
C: -2.450 0.015 2.519
O: -3.553 -0.221 2.950
O: -1.731 -0.737 1.709
C: 1.173 2.015 0.960
O: 2.349 1.953 1.220
O: 0.578 1.557 -0.154
H: -0.430 4.797 4.874
H: 0.872 4.097 3.053
H: -2.702 2.137 4.512
C: 0.209 2.831 -3.105
N: -1.091 2.524 -2.512
C: -1.953 3.700 -2.560
C: -1.740 1.459 -3.253
C: -1.044 0.118 -3.241
C: -0.957 -0.492 -4.496
C: -0.531 -1.796 -4.664
C: -0.155 -2.504 -3.538
C: -0.174 -1.882 -2.297
C: -0.618 -0.565 -2.082
H: 0.625 3.729 -2.641
H: 0.138 3.019 -4.187
H: 0.899 2.011 -2.941
H: -2.188 3.991 -3.594
H: -1.468 4.549 -2.075
H: -2.893 3.498 -2.039
H: -1.864 1.772 -4.296
H: -2.752 1.326 -2.861
H: -1.258 0.077 -5.368
H: -0.504 -2.247 -5.651
H: 0.164 -3.538 -3.615
H: 0.148 -2.478 -1.473
Se: -2.347 -4.177 0.571
N: -4.051 -3.845 0.354
C: -4.115 -2.609 -0.103
C: -5.310 -1.891 -0.404
C: -5.175 -0.599 -0.786
C: -3.892 0.029 -0.827
N: -2.763 -0.582 -0.593
C: -2.860 -1.926 -0.287
N: -1.783 -2.610 0.000
H: -6.279 -2.370 -0.309
H: -6.044 0.003 -1.013
H: -3.819 1.084 -1.041
C: 3.991 -3.487 0.881
Si: 2.370 -3.285 -0.012
C: 1.227 -4.637 0.533
C: 2.735 -3.616 -1.800
As: 1.461 -1.107 0.534
Si: 1.598 -1.434 2.947
C: 1.516 0.166 3.889
C: 0.204 -2.571 3.376
C: 3.128 -2.255 3.596
Si: 3.175 0.241 -0.826
C: 4.769 -0.524 -0.273
C: 2.705 -0.315 -2.533
C: 3.583 2.026 -1.152
H: 3.935 -4.343 1.564
H: 4.289 -2.612 1.458
H: 4.778 -3.687 0.146
H: 1.526 -5.554 0.006
H: 0.190 -4.429 0.269
H: 1.289 -4.824 1.612
H: 3.546 -4.357 -1.801
H: 3.076 -2.753 -2.370
H: 1.874 -4.051 -2.316
H: 0.487 0.492 4.075
H: 2.057 0.964 3.372
H: 1.999 0.003 4.861
H: -0.771 -2.105 3.233
H: 0.311 -2.859 4.432
H: 0.241 -3.483 2.774
H: 4.051 -1.712 3.361
H: 3.243 -3.295 3.281
H: 2.995 -2.240 4.686
H: 4.826 -1.589 -0.521
H: 4.918 -0.406 0.809
H: 5.588 -0.003 -0.792
H: 2.246 -1.292 -2.607
H: 3.632 -0.308 -3.133
H: 2.011 0.396 -2.977
H: 4.164 2.468 -0.338
H: 2.699 2.647 -1.331
H: 4.191 2.022 -2.069
I: -4.949 5.490 1.730
C: -3.539 4.283 0.846
C: -2.361 4.675 0.261
N: -1.748 3.547 -0.144
N: -2.449 2.445 0.122
C: -3.552 2.883 0.721
H: -1.934 5.659 0.112
H: -0.919 3.435 -0.705
H: -4.308 2.190 1.072

These are the Mulliken partial charges, in e, on atoms 1 to 2:
1. Ti -1.8647
2. O -0.5666

=====

# 2
C20H37N4O10S2 | wB97M-V/def2-TZVPD

The orbital gap comes out at 8.324 eV. Its LUMO energy is 0.0871 Eh. The largest force on an atom comes out at 0.035 Eh/bohr. Its total charge is -1.

CARTESIAN COORDINATES (ANGSTROEM)
O: -0.990 5.470 5.018
C: -1.860 4.999 4.444
N: -2.787 4.517 3.814
S: -2.258 3.977 2.262
O: -0.844 3.711 2.367
O: -2.582 5.056 1.372
N: -3.152 2.738 1.851
S: -3.203 1.492 2.870
O: -4.575 1.058 3.014
O: -2.521 1.653 4.132
C: -2.474 0.111 1.960
O: -1.144 0.320 1.543
C: -0.173 0.353 2.530
C: 0.831 1.282 2.375
C: 1.846 1.407 3.315
C: 1.827 0.592 4.408
C: 0.835 -0.362 4.577
C: -0.163 -0.480 3.632
H: -3.074 0.060 1.057
H: -2.632 -0.804 2.522
H: 0.776 1.924 1.513
H: 2.590 2.171 3.159
H: 2.595 0.698 5.166
H: 0.817 -0.997 5.446
H: -0.953 -1.205 3.736
C: 0.079 5.050 -4.615
O: -0.117 3.654 -4.731
C: 0.863 2.991 -5.518
C: 1.708 2.072 -4.662
N: 2.581 2.833 -3.777
C: 3.264 2.025 -2.769
C: 2.409 1.342 -1.706
O: 1.773 2.236 -0.820
C: 0.510 2.728 -1.247
H: -0.780 5.459 -4.087
H: 0.982 5.285 -4.041
H: 0.144 5.522 -5.601
H: 1.488 3.703 -6.064
H: 0.324 2.385 -6.254
H: 2.324 1.443 -5.313
H: 1.024 1.420 -4.103
H: 2.030 3.536 -3.302
H: 3.962 2.688 -2.251
H: 3.869 1.268 -3.280
H: 3.085 0.743 -1.087
H: 1.685 0.638 -2.137
H: -0.026 2.000 -1.862
H: 0.616 3.669 -1.795
H: -0.086 2.936 -0.357
C: -2.008 -6.836 0.543
O: -1.888 -5.955 -0.555
C: -2.555 -4.708 -0.368
C: -1.562 -3.571 -0.270
N: -0.809 -3.637 0.975
C: 0.315 -2.699 1.046
C: 1.466 -2.919 0.072
O: 2.205 -4.111 0.296
C: 1.699 -5.268 -0.340
H: -1.559 -7.786 0.253
H: -1.480 -6.459 1.425
H: -3.058 -7.009 0.798
H: -3.207 -4.734 0.510
H: -3.185 -4.549 -1.248
H: -2.101 -2.621 -0.309
H: -0.905 -3.628 -1.150
H: -0.452 -4.576 1.091
H: 0.723 -2.764 2.057
H: -0.077 -1.687 0.934
H: 2.174 -2.101 0.228
H: 1.149 -2.855 -0.976
H: 1.201 -5.032 -1.284
H: 1.010 -5.814 0.311
H: 2.543 -5.928 -0.549

These are the Mulliken partial charges, in e, on atoms 1 to 2:
1. O -0.4245
2. C 0.7077

=====

# 3
C67H62N6O3S3Ta | wB97M-V/def2-TZVPD

The orbital gap comes out at 6.912 eV. Its LUMO energy is -0.0887 Eh. For the energy relative to the best compared isomer or geometry (same formula, charge and spin), the calculation gives 27.43 kJ/mol. The largest force on an atom comes out at 0.022 Eh/bohr. Its total charge is +1.

CARTESIAN COORDINATES (ANGSTROEM)
Ta: -1.775 -0.767 0.030
O: -1.795 0.916 1.434
N: -2.849 1.337 2.120
C: -2.678 2.416 2.914
C: -3.730 2.928 3.616
C: -4.986 2.319 3.490
C: -5.133 1.232 2.670
C: -4.036 0.722 1.956
S: -4.148 -0.644 0.928
H: -1.675 2.816 2.914
H: -3.574 3.790 4.247
H: -5.838 2.708 4.031
H: -6.087 0.743 2.539
C: 4.756 -2.541 6.161
C: 3.941 -2.074 4.986
C: 2.673 -1.515 5.175
C: 1.909 -1.093 4.105
C: 2.415 -1.243 2.819
C: 3.659 -1.814 2.601
C: 4.420 -2.218 3.689
S: 1.583 -0.677 1.378
O: 0.095 -0.910 1.644
C: 1.804 1.082 1.504
C: 1.042 1.811 2.447
C: 1.238 3.150 2.556
C: 2.172 3.823 1.720
C: 2.367 5.221 1.816
C: 3.240 5.860 0.986
C: 3.956 5.130 0.010
C: 3.789 3.780 -0.104
C: 2.898 3.089 0.756
C: 2.692 1.678 0.659
C: 3.456 0.853 -0.333
C: 4.815 0.526 -0.057
C: 5.461 0.966 1.133
C: 6.752 0.619 1.390
C: 7.477 -0.187 0.477
C: 6.887 -0.627 -0.667
C: 5.539 -0.288 -0.962
C: 4.907 -0.761 -2.134
C: 3.598 -0.471 -2.375
C: 2.871 0.329 -1.465
S: 1.153 0.484 -1.945
O: 0.294 0.012 -0.780
C: 0.959 2.243 -2.013
C: 1.551 2.918 -3.069
C: 1.356 4.285 -3.180
C: 0.570 4.973 -2.257
C: 0.368 6.460 -2.365
C: -0.026 4.255 -1.222
C: 0.158 2.888 -1.093
H: 4.491 -1.999 7.067
H: 5.821 -2.407 5.978
H: 4.587 -3.603 6.349
H: 2.285 -1.411 6.181
H: 0.921 -0.679 4.264
H: 4.035 -1.933 1.590
H: 5.396 -2.658 3.524
H: 0.317 1.286 3.056
H: 0.689 3.731 3.290
H: 1.807 5.777 2.559
H: 3.386 6.929 1.069
H: 4.640 5.646 -0.650
H: 4.334 3.226 -0.857
H: 4.917 1.576 1.841
H: 7.230 0.961 2.299
H: 8.503 -0.452 0.694
H: 7.433 -1.244 -1.369
H: 5.469 -1.375 -2.826
H: 3.104 -0.844 -3.262
H: 2.153 2.390 -3.800
H: 1.816 4.825 -3.998
H: 0.807 6.857 -3.279
H: 0.829 6.973 -1.519
H: -0.693 6.710 -2.360
H: -0.647 4.777 -0.502
H: -0.301 2.324 -0.291
N: -1.585 -5.799 2.693
C: -1.717 -4.459 2.895
C: -1.779 -3.576 1.799
N: -1.897 -2.281 1.982
C: -1.962 -1.821 3.241
C: -1.897 -2.696 4.297
N: -1.768 -4.016 4.140
H: -1.669 -6.194 1.774
H: -1.637 -6.406 3.491
H: -1.739 -3.943 0.784
H: -2.058 -0.755 3.381
H: -1.943 -2.329 5.315
C: -0.770 0.727 -5.386
C: -0.830 -0.470 -4.690
C: -1.356 -0.520 -3.406
C: -1.838 0.630 -2.783
C: -1.795 1.831 -3.497
C: -1.263 1.876 -4.776
N: -2.317 0.611 -1.440
C: -3.329 1.618 -1.201
C: -4.576 1.481 -1.806
C: -5.574 2.418 -1.597
C: -5.339 3.527 -0.791
C: -4.087 3.695 -0.222
C: -3.085 2.752 -0.437
H: -0.362 0.765 -6.387
H: -0.474 -1.386 -5.147
H: -1.405 -1.466 -2.890
H: -2.170 2.741 -3.044
H: -1.239 2.822 -5.302
H: -4.756 0.629 -2.449
H: -6.538 2.287 -2.070
H: -6.120 4.256 -0.621
H: -3.878 4.569 0.383
H: -2.111 2.895 -0.004
C: 1.464 -3.237 -2.485
C: 0.651 -4.059 -1.480
C: 0.860 -3.533 -0.074
C: -0.775 -4.243 -1.989
C: -0.875 -5.289 -2.912
C: -2.057 -5.633 -3.521
C: -3.200 -4.939 -3.166
C: -3.175 -3.894 -2.252
C: -4.534 -3.281 -1.955
C: -4.691 -1.872 -2.526
C: -4.932 -3.425 -0.489
C: -1.930 -3.501 -1.682
N: -1.842 -2.315 -0.893
H: 2.516 -3.217 -2.194
H: 1.092 -2.207 -2.531
H: 1.398 -3.654 -3.490
H: 1.063 -5.072 -1.482
H: 0.522 -2.508 0.019
H: 1.929 -3.557 0.156
H: 0.349 -4.138 0.678
H: 0.025 -5.847 -3.143
H: -2.097 -6.437 -4.244
H: -4.151 -5.209 -3.606
H: -5.243 -3.905 -2.504
H: -3.929 -1.193 -2.156
H: -5.669 -1.457 -2.273
H: -4.602 -1.894 -3.615
H: -4.271 -2.884 0.177
H: -4.913 -4.477 -0.193
H: -5.946 -3.052 -0.330

These are the Mulliken partial charges, in e, on atoms 1 to 2:
1. Ta 0.2119
2. O 0.2922

=====

Q: Which value of total charge does entry 1 give?
A: +1

=====

Q: Which value of orbital gap does entry 3 give?
A: 6.912 eV

=====

Q: The lowest total charge belongs to which entry?
A: C20H37N4O10S2

=====

Q: total charge of number 1 (C33H48AsIN7O5SeSi3Ti)?
A: +1